This record from the Open Molecules 2025 dataset describes C10H34BInN8O17P as an isolated structure. The level of theory is ωB97M-V/def2-TZVPD.

```
72
Properties=species:S:1:pos:R:3
C 0.2268 -2.9143 4.9714
C 0.2084 -1.4138 5.2174
O -0.2367 -1.2407 6.5859
C -0.6719 -0.6809 4.2194
In 0.4315 -0.0689 2.3975
C 2.5321 0.2426 3.0212
N 2.6019 1.2641 4.1085
B -0.2773 1.8515 1.3478
O -0.2449 2.0576 -0.0386
O -0.7346 2.9499 2.0566
P 0.0669 -1.9127 0.6391
N -0.6315 -1.3798 -0.6808
O 1.4624 -2.6684 0.2700
O -0.7372 -3.2525 1.1856
H -0.7206 -3.3399 5.3096
H 0.3764 -3.1337 3.9115
H 1.0255 -3.3959 5.5400
H 1.2444 -1.0509 5.1726
H -0.6009 -0.3514 6.6446
H -1.4995 -1.3324 3.9165
H -1.1108 0.2188 4.6647
H 3.0054 -0.6702 3.3918
H 3.1503 0.6171 2.2024
H 2.2350 2.1416 3.7519
H 1.9656 1.0051 4.8569
H 0.4314 1.5015 -0.4504
H -0.5626 3.7609 1.5545
H -0.8270 -0.3954 -0.5218
H 1.3171 -3.4215 -0.3182
H -1.6765 -3.0312 1.2182
C -4.4568 1.5161 2.5631
N -4.0869 0.6114 3.6869
O -3.6072 1.1142 4.6788
O -4.2877 -0.5741 3.5216
H -4.2040 2.5293 2.8504
H -3.8859 1.1948 1.6966
H -5.5210 1.3903 2.3871
C -1.7934 0.7617 -2.8377
N -1.7005 1.0642 -4.2858
O -1.2434 2.1374 -4.6301
O -2.0818 0.2105 -5.0656
H -1.3980 1.6074 -2.2870
H -2.8383 0.5843 -2.5986
H -1.2103 -0.1362 -2.6424
C 1.3095 -5.8280 1.0781
N 2.0399 -6.2760 2.2944
O 3.2433 -6.4219 2.2160
O 1.3770 -6.4808 3.2888
H 2.0369 -5.7087 0.2831
H 0.5839 -6.6020 0.8441
H 0.7982 -4.8966 1.3070
C 2.0686 4.4701 -1.6595
N 2.6981 3.5949 -0.6324
O 3.2346 4.1222 0.3193
O 2.6030 2.4039 -0.8238
H 2.2167 5.5024 -1.3657
H 2.5433 4.2435 -2.6093
H 1.0164 4.1997 -1.6938
C -1.2497 2.8782 -7.9893
N -1.1615 4.2223 -8.6224
O -0.5087 4.3314 -9.6411
O -1.7532 5.1291 -8.0757
H -0.6784 2.1858 -8.5953
H -0.8574 2.9531 -6.9793
H -2.3002 2.6075 -7.9488
C 1.4786 -1.1705 -4.6247
N 1.8058 -0.6656 -3.2619
O 2.6363 -1.2609 -2.6175
O 1.1921 0.3162 -2.8985
H 2.0888 -2.0444 -4.8187
H 0.4176 -1.4068 -4.6320
H 1.6867 -0.3655 -5.3235
```

Summary:
* total charge: -1
* maximum force: 0.8 eV Å⁻¹
* HOMO level: -4.4 eV